DFT (the ωB97M-V functional and the def2-TZVPD basis) results for C7H5F5N2 in the gas phase in a non-equilibrium geometry.

Summary:
**Multiplicity**: 3
**Net charge**: 0
**Energy**: -878.11709 hartree
**Orbital gap (spin up / spin down)**: 6.2 / 7.1 eV

Each line ends with the Löwdin spin population.
Cartesian coordinates (Å):
C (-1.2304, -0.1672, 0.1317)  0.051
C (-0.4207, 0.1667, 1.1834)  0.431
C (-0.6264, -0.4177, -1.0989)  0.472
C (0.9897, 0.2742, 1.0369)  0.422
C (0.7492, -0.3406, -1.2913)  0.485
C (1.5393, 0.0509, -0.2138)  0.051
C (3.2045, 0.1070, -0.2667)  -0.006
N (3.5407, 1.2588, 0.5390)  -0.002
N (3.6097, -1.0929, 0.4949)  0.002
F (3.6703, 0.0544, -1.5336)  0.001
F (4.8932, 1.3669, 0.5129)  0.000
F (3.0301, 2.4597, 0.1349)  0.002
F (2.8661, -2.1724, -0.0725)  0.003
F (4.8743, -1.4933, 0.0571)  0.003
H (-2.3416, -0.4437, 0.2222)  -0.006
H (-0.8802, 0.1835, 2.1284)  0.025
H (-1.2165, -0.8930, -1.9064)  0.023
H (1.7876, 0.6994, 1.7079)  0.017
H (1.1495, -0.2975, -2.2832)  0.026



DFT (the ωB97M-V functional and the def2-TZVPD basis) results for 2 unconnected molecules or ions with the total composition C4H5N3 in a non-equilibrium geometry.

Summary:
**Energy above the lowest of the compared OMol25 structures with the same formula, charge and spin**: 159.9 kcal/mol
**Net charge**: 0
**Energy**: -319.45741 hartree
**Orbital gap (spin up / spin down)**: 9.0 / 8.3 eV

Each line ends with the natural charge from an NBO analysis.
Cartesian coordinates (Å):
C (1.3813, -1.8998, -1.3904)  0.394
C (-1.3625, 1.0033, 2.0993)  -0.521
C (-0.4527, 1.2786, 1.2111)  -0.133
C (0.1402, 0.0475, -1.0393)  0.546
N (1.9260, -2.6481, -2.0774)  -0.331
N (-0.1552, 0.6337, -2.0451)  -0.650
N (0.7074, -1.1526, -0.5669)  -0.688
H (-1.2587, 1.1313, 3.2219)  0.216
H (-2.3084, 0.7936, 1.6898)  0.206
H (0.4798, 1.6401, 1.4707)  0.145
H (-0.1930, 0.3049, -2.9337)  0.377
H (1.0956, -1.1324, 0.3600)  0.439



DFT (the ωB97M-V functional and the def2-TZVPD basis) results for C6H13Cl3Si in the gas phase in a non-equilibrium geometry.

Summary:
**SMILES**: CCCCCC[Si](Cl)(Cl)Cl
**Energy above the lowest of the compared OMol25 structures with the same formula, charge and spin**: 27.1 kcal/mol
**Net charge**: 0
**Energy**: -1906.60402 hartree
**Orbital gap**: 11.0 eV

Each line ends with the natural charge from an NBO analysis.
Cartesian coordinates (Å):
C (2.2416, 0.0519, 0.2066)  -0.643
C (1.6673, 1.3799, -0.3405)  -0.412
C (0.6835, 1.1710, -1.5055)  -0.387
C (-0.4313, 0.1782, -1.2526)  -0.413
C (-1.3715, 0.4043, -0.1437)  -0.427
C (-2.1883, -0.7966, 0.3332)  -0.828
Si (-1.0709, -1.7750, 1.6432)  1.408
Cl (-0.0105, -0.3827, 2.8565)  -0.372
Cl (0.1858, -2.8854, 0.5886)  -0.348
Cl (-1.9095, -3.0491, 3.0339)  -0.347
H (1.7363, -0.2549, 1.1832)  0.218
H (3.2607, 0.2422, 0.5019)  0.215
H (2.2131, -0.9018, -0.4175)  0.213
H (2.3993, 2.1518, -0.5957)  0.209
H (1.1803, 1.8789, 0.4228)  0.200
H (1.1350, 0.9308, -2.4811)  0.211
H (0.1548, 2.1548, -1.8023)  0.194
H (-1.0876, 0.0185, -2.0826)  0.208
H (0.0173, -0.8852, -1.0594)  0.197
H (-0.9485, 0.8511, 0.7339)  0.211
H (-2.0944, 1.1759, -0.3329)  0.205
H (-2.9194, -0.4424, 1.0225)  0.229
H (-2.8431, -1.2160, -0.5125)  0.259



DFT (the ωB97M-V functional and the def2-TZVPD basis) results for 2 unconnected molecules or ions with the total composition C6H10O2 in a non-equilibrium geometry.

Summary:
**SMILES**: CC(C)=O.CC=C=O
**Energy above the lowest of the compared OMol25 structures with the same formula, charge and spin**: 82.5 kcal/mol
**Net charge**: 0
**Energy**: -384.97092 hartree
**Orbital gap**: 8.7 eV

Each line ends with the natural charge from an NBO analysis.
Cartesian coordinates (Å):
C (0.9132, -2.4226, 0.3367)  -0.715
C (0.9782, -0.9853, -0.0317)  0.593
C (2.3539, -0.5583, -0.4847)  -0.721
O (0.0412, -0.2502, -0.1989)  -0.537
H (1.5167, -2.5716, 1.1834)  0.229
H (1.2970, -2.8293, -0.5697)  0.234
H (-0.1429, -2.7799, 0.4389)  0.234
H (2.4016, 0.3326, -1.0840)  0.237
H (2.8577, -1.3045, -1.1231)  0.220
H (2.8774, -0.4281, 0.4663)  0.226
C (-2.3913, 1.4076, 2.5134)  -0.590
C (-1.8911, 0.7077, 1.0695)  -0.596
C (-2.5586, 0.2233, -0.0264)  0.739
O (-2.8231, -0.4427, -0.9332)  -0.451
H (-3.3867, 1.3150, 2.8569)  0.208
H (-2.1567, 2.4949, 2.3727)  0.210
H (-1.6401, 1.1477, 3.2545)  0.205
H (-1.3095, -0.0760, 1.6857)  0.277



DFT (the ωB97M-V functional and the def2-TZVPD basis) results for 2 unconnected molecules or ions with the total composition C7H13Cl2 in a non-equilibrium geometry.

Summary:
**Multiplicity**: 2
**Energy above the lowest of the compared OMol25 structures with the same formula, charge and spin**: 5.1 kcal/mol
**Net charge**: 0
**Energy**: -1194.77403 hartree
**Orbital gap (spin up / spin down)**: 6.5 / 8.6 eV

Each line ends with the Löwdin spin population.
Cartesian coordinates (Å):
Cl (3.7321, 0.6784, 1.0525)  0.001
Cl (5.7688, 0.7189, 0.7827)  0.001
C (0.4509, -2.3366, -0.0062)  0.027
C (-0.2957, -1.3082, -0.8649)  0.083
C (-1.5186, -0.6212, -0.1907)  0.005
C (-0.6906, 0.7025, -0.1184)  0.070
C (0.3739, 0.0427, -0.9861)  0.669
C (-1.3537, 1.8915, -0.8287)  0.032
C (-0.2250, 1.0652, 1.3029)  0.026
H (1.3686, -2.6696, -0.4956)  0.000
H (0.7283, -1.9146, 0.9603)  0.000
H (-0.1644, -3.2186, 0.1838)  0.004
H (-0.5489, -1.7172, -1.8601)  0.023
H (-2.4121, -0.5436, -0.8262)  0.001
H (-1.7674, -1.0335, 0.7921)  0.001
H (1.4278, 0.2091, -0.8516)  0.045
H (-2.2320, 2.2426, -0.2844)  0.003
H (-0.6502, 2.7206, -0.9138)  0.001
H (-1.6635, 1.6084, -1.8364)  0.004
H (-1.0639, 1.4139, 1.9073)  0.005
H (0.2173, 0.2067, 1.8079)  0.001
H (0.5183, 1.8625, 1.2735)  0.001



DFT (the ωB97M-V functional and the def2-TZVPD basis) results for a gas-phase ion, C5H7N2 (charge +1) in a non-equilibrium geometry.

Summary:
**SMILES**: C=NC1=[NH+]C=CC1
**Energy above the lowest of the compared OMol25 structures with the same formula, charge and spin**: 66.2 kcal/mol
**Net charge**: +1
**Energy**: -303.91354 hartree
**Orbital gap**: 9.3 eV

Each line ends with the natural charge from an NBO analysis.
Cartesian coordinates (Å):
C (2.8119, -0.1225, -0.1097)  0.108
N (1.6075, -0.0852, 0.2014)  -0.372
C (0.3226, -0.0879, 0.0032)  0.531
N (-0.4586, -1.1533, -0.0888)  -0.524
C (-1.8167, -0.8190, -0.1287)  -0.017
C (-2.0434, 0.4842, 0.0444)  -0.190
C (-0.6797, 1.1396, 0.1308)  -0.478
H (3.5084, -0.2151, 0.7228)  0.224
H (3.0907, 0.0374, -1.1351)  0.209
H (-0.0301, -2.1147, 0.0509)  0.454
H (-2.5476, -1.6653, -0.1720)  0.257
H (-2.7850, 1.0760, 0.3483)  0.248
H (-0.6291, 1.6283, -0.7806)  0.266
H (-0.3508, 1.8977, 0.9131)  0.284



DFT (the ωB97M-V functional and the def2-TZVPD basis) results for a molecular structure, C34H41AsLuN5O3SSe in a non-equilibrium geometry.

Summary:
**Net charge**: -2
**Energy**: -8090.66860 hartree
**Orbital gap (spin up / spin down)**: 5.6 / 4.8 eV

Each line ends with the Mulliken charge.
Cartesian coordinates (Å):
Lu (-0.1238, 0.9721, -0.5187)  1.165
C (-0.3776, -1.0537, 2.7288)  0.550
C (-0.8230, -2.3082, 2.3360)  1.027
C (0.3441, -3.1471, 1.9821)  0.663
C (1.4557, -2.4061, 2.1786)  0.529
C (1.0238, -1.0790, 2.6477)  0.616
C (1.9437, 0.0296, 3.0077)  -1.362
C (2.8809, -2.7326, 1.8841)  -1.919
C (0.2085, -4.5084, 1.3854)  -1.560
C (-2.2217, -2.8102, 2.2889)  -1.634
C (-1.1902, 0.0862, 3.2600)  -1.151
H (1.6053, 0.5475, 3.9103)  0.371
H (1.9803, 0.8077, 2.2330)  0.056
H (2.9648, -0.3214, 3.1675)  0.389
H (2.9726, -3.6493, 1.3002)  0.330
H (3.4746, -2.8554, 2.7975)  0.402
H (3.3504, -1.9344, 1.3029)  0.330
H (-0.2851, -5.2123, 2.0652)  0.354
H (1.1795, -4.9290, 1.1207)  0.411
H (-0.3902, -4.4738, 0.4699)  0.253
H (-2.3995, -3.5585, 3.0719)  0.403
H (-2.4227, -3.3056, 1.3339)  0.232
H (-2.9545, -2.0136, 2.4062)  0.316
H (-1.0909, 0.1825, 4.3480)  0.409
H (-2.2522, -0.0394, 3.0404)  0.257
H (-0.8950, 1.0449, 2.8241)  -0.023
C (-2.8068, 3.1607, 2.6550)  -0.361
O (-3.9515, 3.0974, 1.8035)  -0.507
C (-4.2779, 1.8420, 1.3740)  0.273
C (-5.5274, 1.3617, 1.6875)  -0.481
C (-5.9681, 0.0970, 1.2651)  -0.779
C (-5.1007, -0.6794, 0.5352)  -0.563
C (-3.8167, -0.2168, 0.2063)  0.312
C (-2.9415, -1.1159, -0.5098)  -1.043
N (-1.7273, -0.8838, -0.8414)  0.303
N (-1.1227, -1.9947, -1.4669)  -0.985
C (0.1480, -1.9465, -1.2191)  0.603
O (0.7412, -1.0937, -0.4627)  0.132
C (1.0102, -2.9511, -1.9230)  0.474
C (0.4889, -3.9000, -2.7989)  -0.232
C (1.3336, -4.7852, -3.4463)  -0.719
C (2.7087, -4.7268, -3.2361)  -0.511
C (3.2326, -3.7750, -2.3760)  -1.575
C (2.3831, -2.8910, -1.7208)  0.129
C (-3.3586, 1.0665, 0.5855)  0.465
O (-2.2069, 1.5211, 0.2567)  -0.174
H (-2.7329, 4.1957, 2.9849)  0.294
H (-1.8936, 2.8829, 2.1282)  -0.239
H (-2.9647, 2.5145, 3.5273)  0.283
H (-6.1650, 2.0105, 2.2783)  0.443
H (-6.9575, -0.2588, 1.5234)  0.360
H (-5.3886, -1.6723, 0.2038)  0.338
H (-3.3367, -2.1023, -0.7674)  0.277
H (-0.5798, -3.9159, -2.9673)  0.390
H (0.9204, -5.5141, -4.1341)  0.390
H (3.3665, -5.4116, -3.7591)  0.379
H (4.3033, -3.6998, -2.2281)  0.415
H (2.7713, -2.1164, -1.0744)  0.437
C (2.2707, 4.2458, -1.1301)  -1.603
As (0.2460, 4.2653, -0.7409)  1.783
C (-1.7332, 4.6117, -0.3881)  -1.647
C (0.5170, 6.2532, -0.5044)  -1.331
S (0.5620, 3.0121, 1.1438)  -0.709
H (2.4361, 4.8932, -2.0005)  0.419
H (2.6111, 3.2411, -1.3553)  0.322
H (2.8164, 4.6318, -0.2665)  0.322
H (-2.0244, 5.2768, -1.2111)  0.539
H (-1.8715, 5.1314, 0.5621)  0.252
H (-2.3406, 3.7117, -0.3956)  0.232
H (0.8832, 6.6682, -1.4462)  0.360
H (1.2903, 6.3717, 0.2540)  0.327
H (-0.3974, 6.7580, -0.2003)  0.440
C (-0.1214, 3.0120, -2.1021)  -1.545
H (-1.1148, 3.1604, -2.5323)  0.373
H (0.6747, 2.9687, -2.8422)  0.394
Se (0.4551, -0.4150, -4.4987)  -0.005
N (2.2487, -0.6092, -4.6974)  -1.034
C (2.8007, -0.1429, -3.5755)  0.526
C (4.1598, -0.1662, -3.2125)  -0.678
C (4.5179, 0.3051, -1.9509)  -0.765
C (3.5542, 0.8179, -1.0845)  -0.698
N (2.2625, 0.9073, -1.3940)  0.387
C (1.8830, 0.3948, -2.5878)  0.618
N (0.5909, 0.3359, -2.8584)  -0.386
H (4.8911, -0.5808, -3.8954)  0.407
H (5.5514, 0.2883, -1.6273)  0.343
H (3.8398, 1.2200, -0.1177)  0.413



DFT (the ωB97M-V functional and the def2-TZVPD basis) results for 2 unconnected molecules or ions with the total composition C6H10O.

Summary:
**SMILES**: C=CC=C.CC=O
**Energy above the lowest of the compared OMol25 structures with the same formula, charge and spin**: 33.8 kcal/mol
**Net charge**: 0
**Energy**: -309.78844 hartree
**Orbital gap**: 9.8 eV

Each line ends with the natural charge from an NBO analysis.
Cartesian coordinates (Å):
C (0.4468, -1.6133, 0.5755)  -0.394
C (1.2492, -1.1579, -0.3891)  -0.213
C (1.9319, 0.1494, -0.4076)  -0.221
C (2.1722, 0.9198, 0.6540)  -0.373
H (-0.0131, -2.5953, 0.5094)  0.204
H (0.2221, -1.0269, 1.4648)  0.187
H (1.4114, -1.7851, -1.2651)  0.207
H (2.2591, 0.4937, -1.3868)  0.212
H (1.8938, 0.6209, 1.6623)  0.187
H (2.6610, 1.8837, 0.5467)  0.205
C (-2.5879, 0.2471, -0.2611)  -0.725
C (-1.2991, 1.0232, -0.3193)  0.451
O (-0.8383, 1.4935, -1.3303)  -0.528
H (-2.4597, -0.6617, 0.3371)  0.229
H (-2.9148, -0.0056, -1.2719)  0.233
H (-3.3576, 0.8571, 0.2280)  0.235
H (-0.7770, 1.1573, 0.6534)  0.104



Question: net charge of number 1 (C7H5F5N2)?
Answer: 0



Question: Look up the energy of the second one.
Answer: -319.45741 hartree



Question: Which of these has the lowest energy?
Answer: C34H41AsLuN5O3SSe



Question: Among the records above, which one has the highest energy?
Answer: C5H7N2